[1]
Computed, not measured: a single C11H10S2 molecule in a non-equilibrium geometry, with wB97M-V/def2-TZVPD.

Last column: Löwdin charge in e.
Geometry (Å):
H  1.61  -2.25  -2.48  0.10
C  1.06  0.94  -0.40  -0.03
H  -1.66  1.85  0.78  0.13
C  1.46  -1.35  -1.90  -0.08
C  -1.67  1.27  1.71  -0.20
H  0.93  1.84  0.18  0.11
H  -2.61  1.48  2.22  0.12
S  -0.40  3.05  3.42  0.76
C  0.07  -0.42  1.50  -0.30
H  -1.94  -0.82  2.19  0.12
C  0.53  0.67  2.43  -0.77
H  1.89  1.99  -2.06  0.10
C  0.71  -0.29  0.13  -0.20
S  1.99  0.68  3.17  0.79
C  1.81  -0.12  -2.42  -0.09
C  0.91  -1.44  -0.63  -0.03
H  2.24  -0.05  -3.41  0.10
H  -1.86  -0.52  0.45  0.12
C  -1.46  -0.22  1.42  -0.13
C  1.62  1.03  -1.66  -0.07
H  0.64  -2.40  -0.22  0.11
C  -0.49  1.67  2.54  -0.80
H  0.33  -1.40  1.90  0.14

The total charge is 0. As for the energy above the lowest of the compared OMol25 structures with the same formula, charge and spin: 0.00 kcal/mol. The value obtained for the lowest unoccupied orbital energy is -1.999 eV. As for the SMILES: S=C1CC[C@@H](c2ccccc2)C1=S. As for the HOMO energy: -8.79 eV.

[2]
Computed, not measured: a molecular structure, C11H11BrIrO2 in a non-equilibrium geometry, with wB97M-V/def2-TZVPD.

Last column: Löwdin charge in e.
Geometry (Å):
C  -1.58  -1.85  -0.65  -0.25
H  -0.69  -0.98  -2.53  0.09
C  -1.87  0.37  -1.16  -0.20
C  2.60  0.43  -2.09  -0.08
C  -1.30  -0.84  -1.62  -0.14
H  0.29  2.20  -0.31  0.09
O  -0.41  1.29  2.03  -0.30
H  -2.69  -1.76  1.36  0.08
H  3.02  -0.02  -3.03  0.10
H  1.99  0.84  1.23  0.09
H  -3.25  0.82  0.59  0.09
H  -1.81  1.35  -1.68  0.10
H  -1.66  -0.19  2.87  0.06
C  1.20  1.70  -0.71  -0.09
H  3.44  -0.80  -0.36  0.08
C  2.86  0.04  -0.73  -0.15
C  -2.43  -1.33  0.38  -0.47
H  0.98  1.80  -2.89  0.07
Ir  -1.02  -0.41  1.25  0.94
C  2.04  0.83  0.09  -0.17
C  1.56  1.41  -2.06  -0.15
C  -1.17  0.88  3.07  -0.59
O  -1.33  1.51  4.08  0.02
C  -2.67  0.11  0.00  -0.27
H  -1.21  -2.88  -0.69  0.08
Br  0.84  -1.94  1.55  -0.04

Its spin multiplicity is 5. As for the expectation value of S²: 6.04. The total charge is -1. As for the energy above the lowest of the compared OMol25 structures with the same formula, charge and spin: 47.01 kcal/mol. The value obtained for the lowest unoccupied orbital energy (spin up / spin down) is 3.114 / 1.363 eV. As for the HOMO energy (spin up / spin down): -2.66 / -4.43 eV.

[3]
Computed, not measured: a molecular structure, C11H11Cl2LaO3PYb in a non-equilibrium geometry, with wB97M-V/def2-TZVPD.

Last column: Löwdin charge in e.
Geometry (Å):
H  1.46  -3.67  3.50  0.09
H  -3.42  -0.48  4.64  0.16
H  2.52  -2.22  3.40  0.07
Cl  -1.13  -2.54  -1.58  0.02
C  1.86  -2.89  2.83  -0.17
C  0.47  -0.25  4.23  -0.16
C  0.24  0.75  -4.35  -0.02
H  2.43  -3.38  2.02  0.09
Cl  -1.85  1.45  -0.12  -0.24
H  0.32  1.63  5.27  0.17
C  -1.63  -1.51  3.99  -0.14
La  -1.20  0.46  2.42  1.86
P  0.41  -2.03  2.15  0.86
C  -0.24  -1.38  3.72  -0.51
H  -2.19  1.54  5.45  0.17
C  -1.64  0.70  5.02  -0.09
O  0.92  1.15  -5.19  0.23
H  -2.19  -2.37  3.61  0.14
H  1.54  -0.15  4.03  0.15
C  -0.24  0.78  4.88  -0.09
O  1.93  0.81  0.09  0.14
H  -1.71  -3.19  1.54  0.05
Yb  -1.28  -0.34  -2.54  1.43
O  0.41  -2.36  -5.14  0.23
C  1.24  0.37  0.90  -0.13
H  -0.63  -4.14  2.65  0.09
C  -2.33  -0.45  4.59  -0.10
C  -0.12  -1.78  -4.30  -0.11
C  -0.67  -3.47  1.78  -0.25
H  -0.24  -3.95  0.89  0.05

Its spin multiplicity is 2. As for the expectation value of S²: 0.75. The total charge is +4. As for the energy above the lowest of the compared OMol25 structures with the same formula, charge and spin: 24.20 kcal/mol. The value obtained for the lowest unoccupied orbital energy (spin up / spin down) is -14.610 / -16.592 eV. As for the HOMO energy (spin up / spin down): -22.31 / -22.31 eV.

[4]
Computed, not measured: a single C11H11F3O molecule in a non-equilibrium geometry, with wB97M-V/def2-TZVPD.

Last column: Löwdin charge in e.
Geometry (Å):
C  1.17  -2.09  -0.96  0.02
C  1.18  -1.49  0.18  -0.17
H  1.06  -3.22  -0.96  0.10
H  -3.56  2.07  0.26  0.08
H  -3.28  -0.45  0.52  0.10
C  -1.67  2.35  -0.36  -0.05
H  -1.81  3.30  -0.67  0.08
F  2.09  0.74  -1.96  0.14
C  -0.17  0.49  -0.07  -0.19
H  0.71  0.55  2.55  0.16
C  2.38  0.62  -0.64  -0.54
F  2.82  1.82  -0.23  0.12
C  -2.70  1.57  0.05  -0.09
O  1.46  2.19  1.80  -0.08
C  1.23  0.02  0.34  -0.23
C  -0.41  1.80  -0.39  -0.02
C  -2.51  0.28  0.37  -0.07
H  2.22  2.45  1.27  0.05
H  -1.21  -1.34  0.57  0.12
H  2.44  0.47  2.09  0.10
H  0.53  2.38  -0.60  0.13
H  0.99  -1.41  -1.85  0.11
H  1.21  -2.11  1.06  0.12
C  1.49  0.69  1.73  -0.09
C  -1.25  -0.28  0.29  -0.03
F  3.42  -0.22  -0.62  0.14

The total charge is 0. As for the energy above the lowest of the compared OMol25 structures with the same formula, charge and spin: 0.00 kcal/mol. The value obtained for the lowest unoccupied orbital energy is 0.868 eV. As for the SMILES: C=C[C@](CO)(c1ccccc1)C(F)(F)F. As for the HOMO energy: -9.41 eV.

[5]
Computed, not measured: a single C11H11N3 molecule in a non-equilibrium geometry, with wB97M-V/def2-TZVPD.

Last column: Löwdin charge in e.
Geometry (Å):
H  1.74  2.72  0.15  0.13
C  1.98  -1.68  -0.36  -0.01
C  -1.09  0.40  -0.31  -0.21
H  1.74  -2.63  -0.79  0.10
C  -0.94  -1.95  0.27  -0.07
H  -0.32  -2.79  0.62  0.13
H  4.13  -1.56  -0.83  0.10
C  1.30  1.74  0.60  0.04
C  -2.30  -2.06  0.29  -0.12
H  0.79  1.88  1.57  0.09
H  3.71  1.21  -0.16  0.12
C  1.06  -0.71  0.10  -0.14
H  -3.01  0.98  -1.07  0.10
N  -1.30  2.63  -0.07  -0.01
C  -3.07  -0.98  -0.11  -0.09
N  1.87  0.50  0.33  -0.12
H  -4.14  -1.12  -0.01  0.10
H  -1.64  2.63  0.86  0.09
N  -0.48  1.65  -0.51  -0.05
C  3.14  0.28  -0.05  -0.11
C  3.26  -1.03  -0.44  -0.09
H  -0.88  3.48  -0.32  0.06
C  -2.48  0.26  -0.47  -0.02
H  -2.73  -3.11  0.57  0.14
C  -0.34  -0.73  0.15  -0.15

The total charge is 0. As for the energy above the lowest of the compared OMol25 structures with the same formula, charge and spin: 100.93 kcal/mol. The value obtained for the lowest unoccupied orbital energy (spin up / spin down) is 0.345 / 0.347 eV. As for the HOMO energy (spin up / spin down): -7.08 / -7.08 eV.

[6]
Computed, not measured: a gas-phase ion, C11H11N4O4 (charge -1) in a non-equilibrium geometry, with wB97M-V/def2-TZVPD.

Last column: Löwdin charge in e.
Geometry (Å):
H  -1.95  1.17  0.77  0.08
C  1.01  -0.58  2.51  0.01
H  -2.30  3.65  0.03  0.07
H  -2.51  2.59  -2.28  0.07
N  -2.02  1.24  -0.25  0.05
O  0.16  -3.61  3.60  -0.09
H  0.86  1.78  2.07  0.09
C  0.70  -2.13  0.36  0.02
C  0.47  1.84  -0.80  -0.10
H  -0.96  3.16  -2.70  0.08
C  0.57  -0.87  -0.56  -0.01
N  -1.49  2.38  -2.28  0.05
H  1.15  2.64  -0.34  0.11
N  -1.27  3.52  -0.07  0.04
H  -1.98  0.32  -0.72  0.08
C  0.53  -3.37  -0.63  -0.31
C  1.11  -3.35  2.78  -0.59
O  0.00  -0.73  -3.10  0.05
C  -1.10  2.24  -0.84  -0.63
C  0.94  -2.03  1.89  0.01
H  1.83  -2.80  -2.05  0.14
N  0.79  -2.77  -1.98  0.06
O  2.26  -4.09  2.64  -0.18
H  -0.93  3.31  0.90  0.06
C  0.85  0.72  1.66  -0.02
H  1.18  -0.46  3.65  0.11
C  0.38  -1.33  -2.07  -0.32
H  0.87  1.59  -1.85  0.11
O  0.21  -4.56  -0.44  0.09
C  0.64  0.53  0.11  -0.13

The total charge is -1. The value obtained for the lowest unoccupied orbital energy is 1.869 eV. As for the SMILES: NC(N)(N)Cc1ccc(C(=O)[O-])c2c1C(=O)NC2=O. As for the HOMO energy: -4.79 eV.

[7]
Computed, not measured: a single C11H11NO molecule in a non-equilibrium geometry, with wB97M-V/def2-TZVPD.

Last column: Löwdin charge in e.
Geometry (Å):
C  0.63  0.06  0.25  -0.15
H  -3.61  -0.76  -1.62  0.13
H  -2.62  0.68  -1.85  0.06
C  0.94  2.13  -0.56  -0.05
H  3.73  1.42  -0.06  0.11
C  2.30  -1.47  1.00  -0.10
H  -1.81  -1.10  1.85  0.08
C  -2.56  -0.30  -1.46  0.00
C  1.65  0.99  -0.08  -0.19
C  2.99  0.64  0.05  -0.04
H  -1.72  -0.78  -1.98  0.10
C  0.92  -1.25  0.67  0.01
C  -2.05  -0.08  -0.07  -0.42
N  -0.65  0.59  -0.11  0.05
H  4.33  -1.01  0.67  0.12
H  -3.13  -1.78  0.84  0.14
C  -0.38  1.85  -0.57  -0.11
H  2.60  -2.48  1.21  0.09
C  -2.44  -0.93  1.05  -0.09
H  0.21  -1.97  0.96  0.08
O  -2.92  0.37  0.92  0.04
C  3.28  -0.58  0.63  -0.13
H  -1.13  2.68  -0.71  0.15
H  1.41  3.08  -0.99  0.13

The total charge is 0. As for the energy above the lowest of the compared OMol25 structures with the same formula, charge and spin: 49.56 kcal/mol. The value obtained for the lowest unoccupied orbital energy is 0.838 eV. As for the SMILES: C[C@]1(n2ccc3ccccc32)CO1. As for the HOMO energy: -7.91 eV.

[8]
Computed, not measured: a single C11H11NO molecule in a non-equilibrium geometry, with wB97M-V/def2-TZVPD.

Last column: Löwdin charge in e.
Geometry (Å):
H  -2.65  3.19  0.32  0.08
C  -2.59  0.30  -0.31  -0.39
C  3.44  0.02  -0.68  -0.09
H  -1.69  -2.72  -0.99  0.08
C  3.02  0.56  0.55  -0.10
N  -1.70  -0.78  0.03  -0.07
H  3.94  0.87  1.06  0.10
C  -2.02  -2.19  -0.10  -0.02
H  1.31  1.17  1.77  0.10
C  1.70  0.66  0.94  -0.04
C  0.72  0.12  0.09  -0.18
C  1.06  -0.52  -1.06  -0.05
O  -3.68  0.20  -0.81  0.09
H  4.55  0.00  -0.71  0.11
C  -1.86  2.54  0.68  0.11
C  -0.72  0.03  0.70  -0.14
H  -1.72  -2.81  0.75  0.10
C  -1.69  1.27  0.34  -0.11
H  0.26  -1.03  -1.77  0.15
H  -1.15  2.96  1.41  0.07
H  2.68  -1.09  -2.34  0.10
H  -0.60  -0.24  1.70  0.12
C  2.42  -0.51  -1.46  -0.09
H  -3.04  -1.99  -0.11  0.06

The total charge is 0. As for the energy above the lowest of the compared OMol25 structures with the same formula, charge and spin: 55.24 kcal/mol. The value obtained for the lowest unoccupied orbital energy is 0.552 eV. As for the SMILES: C=C1C(=O)N(C)[C@H]1c1ccccc1. As for the HOMO energy: -9.27 eV.

[9]
Computed, not measured: a molecular structure, C11H11OP in a non-equilibrium geometry, with wB97M-V/def2-TZVPD.

Last column: Löwdin charge in e.
Geometry (Å):
C  0.90  0.32  0.56  -0.28
H  -1.28  3.17  -2.60  0.14
H  -2.64  -0.79  -1.82  0.06
H  2.64  1.22  3.47  0.07
C  0.74  -2.55  0.50  -0.26
C  2.27  0.77  2.54  -0.02
C  -2.04  -0.03  -1.58  -0.03
C  -0.96  -0.15  -0.65  -0.16
O  -1.14  -1.15  2.01  -0.33
H  -0.51  -3.07  -1.05  0.06
C  1.30  1.09  1.79  -0.21
P  -0.32  -1.15  0.78  0.74
H  0.25  3.05  -0.71  0.11
H  -3.09  1.38  -2.74  0.12
C  -0.15  0.98  -0.30  -0.22
C  0.35  -3.37  -0.46  -0.03
H  1.36  -2.68  1.45  0.12
C  -0.36  2.19  -0.93  -0.04
C  -2.16  1.23  -2.13  -0.11
C  -1.32  2.27  -1.90  -0.10
H  2.82  -0.14  2.27  0.07
H  0.66  1.94  2.04  0.12
H  1.76  -0.22  0.12  0.13
H  0.93  -4.28  -0.67  0.07

The total charge is 0. As for the energy above the lowest of the compared OMol25 structures with the same formula, charge and spin: 28.56 kcal/mol. The value obtained for the lowest unoccupied orbital energy is 0.648 eV. As for the HOMO energy: -8.78 eV.

[10]
Computed, not measured: a single C11H11P molecule in a non-equilibrium geometry, with wB97M-V/def2-TZVPD.

Last column: Löwdin charge in e.
Geometry (Å):
C  -0.99  0.42  2.67  -0.09
H  -1.64  1.30  2.89  0.13
C  -0.55  1.55  -3.68  -0.24
H  1.21  -1.46  -0.77  0.04
H  -2.65  1.92  -3.97  0.06
C  1.05  -0.49  -0.38  -0.19
C  0.32  -1.47  3.32  -0.06
H  -0.22  2.20  -4.52  0.10
C  0.36  1.01  -2.84  -0.32
H  1.52  0.99  -2.77  0.09
C  -2.32  0.70  -2.29  -0.17
C  -0.39  0.43  1.43  -0.08
P  -0.57  0.15  -1.54  0.98
H  -0.72  -1.15  -2.28  0.06
H  1.68  -2.21  1.74  0.11
H  0.77  -2.02  4.21  0.12
H  -0.55  1.12  0.68  0.04
C  -0.59  -0.48  3.61  -0.12
C  0.56  -0.58  1.05  -0.32
H  2.01  0.10  -0.31  0.11
C  0.88  -1.50  1.99  -0.06
C  -1.94  1.50  -3.33  -0.30
H  -1.08  -0.44  4.54  0.09

The total charge is 0. As for the energy above the lowest of the compared OMol25 structures with the same formula, charge and spin: 95.31 kcal/mol. The value obtained for the lowest unoccupied orbital energy (spin up / spin down) is -0.975 / -0.975 eV. As for the SMILES: C1=CC=C[P@H]=1Cc1ccccc1. As for the HOMO energy (spin up / spin down): -8.15 / -8.15 eV.

[11]
Computed, not measured: a molecular structure, C11H12BrClTi in a non-equilibrium geometry, with wB97M-V/def2-TZVPD.

Last column: Löwdin charge in e.
Geometry (Å):
H  -1.98  -1.33  -2.75  0.04
C  3.18  0.38  1.47  -0.26
H  2.13  2.22  2.28  0.08
C  1.39  1.36  0.33  -0.23
H  1.39  -3.14  1.04  -0.03
H  0.69  -2.20  -0.31  -0.02
C  -2.28  -0.51  -2.10  -0.23
C  0.68  -2.33  0.77  -0.82
C  -3.32  0.69  -0.42  -0.22
H  4.00  0.24  2.17  0.08
C  2.22  1.47  1.50  -0.28
Cl  -0.93  -2.70  1.32  0.40
C  1.88  0.26  -0.46  -0.22
Ti  1.13  -0.45  1.57  0.18
C  2.99  -0.33  0.22  -0.22
H  3.56  -1.21  -0.09  0.09
C  -3.17  -0.61  -0.99  -0.23
H  -1.15  1.25  -2.93  0.04
H  -2.38  2.65  -0.97  0.04
H  -3.66  -1.52  -0.64  0.04
H  1.48  -0.02  -1.44  0.10
H  -3.94  0.94  0.44  0.04
Br  -0.13  0.35  3.37  0.00
C  -1.88  0.86  -2.22  -0.24
H  0.62  2.06  0.01  0.10
C  -2.52  1.60  -1.18  -0.24

Its spin multiplicity is 3. As for the expectation value of S²: 2.01. The total charge is -2. As for the energy above the lowest of the compared OMol25 structures with the same formula, charge and spin: 0.00 kcal/mol. The value obtained for the lowest unoccupied orbital energy (spin up / spin down) is 5.139 / 5.041 eV. As for the HOMO energy (spin up / spin down): 0.64 / 0.10 eV.

[12]
Computed, not measured: a single C11H12ClFS molecule in a non-equilibrium geometry, with wB97M-V/def2-TZVPD.

Last column: Löwdin charge in e.
Geometry (Å):
C  1.65  0.02  0.46  -0.13
H  3.37  -1.96  -2.44  0.11
C  -2.05  0.63  -0.95  -0.10
C  1.58  -1.45  0.41  -0.06
C  0.51  0.66  0.83  -0.07
F  2.79  1.94  -0.47  -0.02
H  -1.95  -0.45  -1.19  0.07
C  3.13  -0.11  -1.61  -0.05
S  4.62  -0.62  1.57  0.77
H  -1.18  1.22  -1.46  0.09
H  2.07  -3.21  -0.80  0.07
H  -0.88  -0.92  1.23  0.09
Cl  5.56  1.32  -0.43  0.66
H  -2.96  1.18  -1.29  0.07
C  2.82  -1.44  -1.65  -0.08
H  0.95  -2.02  1.06  0.10
H  -1.65  1.95  0.65  0.10
C  2.91  0.56  -0.29  -0.47
H  -2.71  0.52  1.15  0.06
C  -1.92  0.88  0.62  -0.23
C  2.13  -2.20  -0.62  -0.05
C  4.35  0.32  0.32  -1.13
H  -0.91  0.44  2.53  0.17
C  -0.72  0.14  1.38  -0.20
H  3.66  0.35  -2.41  0.10
H  0.37  1.75  0.77  0.13

The total charge is 0. The value obtained for the lowest unoccupied orbital energy (spin up / spin down) is -0.705 / -0.705 eV. As for the SMILES: CCC/C=C1\C=CC=C[C@]1(F)C(=S)Cl. As for the HOMO energy (spin up / spin down): -8.17 / -8.17 eV.